{"formula": "C3H2N2O", "method": "ωB97M-V/def2-TZVPD", "e_tot_ha": -300.1387, "fmax_ha_per_bohr": 0.185, "de_lowest_kj_mol": 243.5, "elements": ["O", "C", "C", "N", "N", "C", "H", "H"], "xyz": [[2.030808, 0.018230, -0.093513], [0.747443, 0.034003, -0.011927], [-0.229459, 1.172247, -0.029104], [-1.349273, 0.629145, -0.150396], [-1.204126, -0.836292, -0.005857], [-0.021643, -1.110127, -0.026040], [-0.011736, 2.213270, 0.317593], [0.037986, -2.120475, -0.000753]], "forces_ev_per_a": [[-5.072, 0.719, 0.507], [9.227, 2.194, -0.664], [1.453, 0.199, 1.429], [-2.126, 0.660, 0.582], [-5.214, 1.868, -0.937], [-0.013, -1.810, 0.136], [-0.326, -0.876, -1.231], [2.070, -2.955, 0.177]]}

{"formula": "H8Si3", "method": "ωB97M-V/def2-TZVPD", "e_tot_ha": -873.1352, "fmax_ha_per_bohr": 0.075, "de_lowest_kj_mol": 79.3, "elements": ["Si", "Si", "Si", "H", "H", "H", "H", "H", "H", "H", "H"], "xyz": [[-2.119366, 0.187060, -0.198390], [1.716042, -0.709302, -0.432323], [0.528419, 0.746761, 0.831752], [-2.064836, -1.067212, -0.836119], [-2.755565, -0.020999, 1.145544], [-2.679851, 1.314710, -0.920750], [1.369892, -2.005389, -0.057390], [3.082132, -0.907130, -0.618849], [1.193826, -0.292000, -1.631712], [0.750820, 0.649535, 2.373985], [0.978489, 2.103968, 0.344248]], "forces_ev_per_a": [[2.248, 1.127, 2.935], [-0.180, 0.363, 1.433], [-1.247, 0.478, 0.373], [0.024, -1.082, -0.939], [-0.145, 0.149, -0.526], [-0.135, 0.188, -0.319], [-0.968, -1.868, 0.322], [2.120, 0.397, 0.024], [-0.966, 0.405, -2.427], [-0.436, 0.129, -1.185], [-0.314, -0.285, 0.310]]}

{"formula": "C21H30F3FeO21", "method": "ωB97M-V/def2-TZVPD", "e_tot_ha": -3961.7043, "fmax_ha_per_bohr": 0.039, "de_lowest_kj_mol": 0.0, "spin_multiplicity": 6, "elements": ["Fe", "C", "C", "O", "O", "H", "H", "H", "C", "C", "O", "O", "H", "H", "H", "C", "C", "O", "O", "H", "H", "H", "C", "C", "O", "C", "O", "O", "F", "H", "H", "H", "C", "C", "O", "C", "O", "O", "F", "H", "H", "H", "C", "C", "O", "C", "O", "O", "F", "H", "H", "H", "C", "O", "C", "O", "O", "C", "H", "H", "H", "H", "H", "H", "C", "O", "C", "O", "O", "C", "H", "H", "H", "H", "H", "H"], "xyz": [[2.588764, -0.196058, -2.345831], [-0.713645, 0.214826, -0.169703], [0.511055, -0.134444, -0.927603], [0.490760, -0.553330, -2.125141], [1.659901, 0.178739, -0.496130], [-1.499820, -0.514660, -0.356082], [-1.052954, 1.167444, -0.574046], [-0.482610, 0.256151, 0.889724], [4.818986, -3.101179, -0.899455], [3.984259, -2.031332, -1.488011], [4.089465, -0.830149, -1.102669], [3.157301, -2.180890, -2.454531], [4.514996, -4.069623, -1.291842], [4.612014, -3.040624, 0.172419], [5.878954, -2.973979, -1.097033], [3.318196, 3.398683, -3.926494], [3.142715, 2.089453, -3.242716], [3.984766, 1.141602, -3.287375], [2.009478, 1.746645, -2.770630], [4.243929, 3.892394, -3.629214], [2.500999, 4.080261, -3.726016], [3.429459, 3.130009, -4.978207], [2.532033, -1.307451, 2.532437], [2.835832, 0.136594, 2.983900], [4.214175, 0.226346, 3.065752], [4.787204, -0.957516, 2.744707], [5.949754, -1.178444, 2.735422], [3.846255, -1.853025, 2.425341], [2.258226, 0.410825, 4.186590], [1.998597, -1.398228, 1.590911], [1.950672, -1.806420, 3.308976], [2.470695, 0.861285, 2.254320], [-4.143921, -1.641487, 2.051563], [-2.990882, -0.798012, 2.602962], [-2.553732, -1.574325, 3.720479], [-3.349233, -2.661151, 3.904243], [-3.271981, -3.388704, 4.831156], [-4.179896, -2.810159, 2.854636], [-3.505021, 0.345223, 3.119323], [-4.135498, -1.902994, 0.996182], [-5.057780, -1.066230, 2.216242], [-2.078501, -0.663180, 2.037220], [-3.374459, 0.768420, -4.341402], [-3.014123, 2.234926, -4.135922], [-3.226180, 2.457913, -2.760340], [-3.589707, 1.312959, -2.138207], [-3.716411, 1.148859, -0.970997], [-3.852931, 0.351192, -3.049212], [-3.892841, 3.041717, -4.800053], [-2.524494, 0.132429, -4.578897], [-4.202174, 0.621522, -5.029009], [-1.998032, 2.517679, -4.396251], [-0.708502, 5.690482, 4.045452], [-1.566284, 4.790267, 3.357730], [-1.490964, 4.845019, 2.030541], [-0.626890, 5.358730, 1.380436], [-2.544684, 4.192875, 1.536664], [-2.627224, 4.160468, 0.127682], [-0.987451, 5.690646, 5.097866], [-0.836599, 6.715640, 3.702194], [0.321660, 5.346497, 3.976647], [-3.619485, 3.805880, -0.132708], [-1.899309, 3.466537, -0.297234], [-2.470605, 5.123921, -0.357993], [1.957013, -5.439294, 0.342731], [0.720312, -5.371171, -0.358700], [-0.058555, -4.308685, -0.279776], [0.047851, -3.345233, 0.437834], [-0.995691, -4.454107, -1.219598], [-2.003302, -3.447495, -1.249962], [2.472914, -6.286937, -0.092924], [1.779451, -5.583291, 1.408338], [2.555625, -4.535715, 0.230685], [-2.659586, -3.523110, -0.381243], [-2.601065, -3.652878, -2.132933], [-1.531243, -2.469548, -1.307217]], "forces_ev_per_a": [[-0.019, 0.470, 1.391], [-0.111, -0.685, -0.118], [1.101, 0.748, -1.101], [-0.328, -0.491, -0.396], [0.202, -0.196, 0.635], [-0.008, 0.039, 0.012], [-0.005, 0.141, 0.294], [-0.060, 0.309, 0.026], [-0.709, -0.545, 0.204], [0.001, 1.525, -1.298], [0.371, 0.073, 0.682], [-0.315, -0.576, -0.145], [-0.037, 0.006, 0.042], [0.407, -0.192, 0.046], [0.006, 0.363, 0.072], [0.774, 0.067, 0.338], [-1.005, -1.552, -0.317], [0.440, 0.036, -0.006], [-0.329, 0.520, 0.067], [0.069, -0.179, 0.018], [-0.227, -0.155, -0.169], [-0.188, 0.306, -0.080], [0.295, 0.492, 0.643], [-1.102, 0.001, -1.194], [0.266, 0.152, 0.206], [0.122, -0.171, 0.025], [0.154, 0.130, 0.018], [-0.393, -0.850, -0.237], [0.153, -0.049, 0.219], [0.195, 0.198, -0.158], [0.225, -0.158, 0.042], [0.029, 0.193, 0.218], [-0.522, 0.450, -0.389], [0.004, -1.419, 1.440], [-0.188, 0.112, -0.238], [0.368, 0.081, -0.082], [-0.063, -0.240, 0.161], [-0.095, 0.036, -0.023], [0.313, 0.499, -0.452], [0.455, -0.094, 0.030], [0.012, -0.040, 0.045], [-0.317, 0.618, -0.496], [-0.244, -0.524, 0.631], [-0.595, 0.106, 0.159], [0.673, -0.037, 0.216], [-0.719, -0.715, -0.371], [0.108, 0.390, 0.206], [0.421, 0.220, -0.036], [0.160, 0.012, -0.190], [0.050, 0.145, -0.220], [0.187, 0.201, -0.281], [-0.010, 0.089, -0.079], [0.341, 0.102, 0.573], [-0.412, 0.184, 0.132], [-0.241, -0.458, 0.015], [0.331, 0.382, -0.119], [-0.101, 0.156, 0.304], [-0.053, -0.259, -1.016], [-0.205, -0.327, -0.089], [0.192, -0.094, -0.336], [0.076, 0.253, -0.191], [-0.031, -0.082, 0.213], [0.046, 0.000, 0.140], [0.073, 0.148, 0.380], [-0.086, 0.352, 0.464], [0.072, -0.307, -0.260], [-0.054, 0.419, -0.529], [0.286, -0.099, 0.315], [-0.188, -0.294, 0.157], [-0.065, 0.008, -0.031], [0.061, -0.051, 0.101], [0.008, -0.136, -0.022], [-0.152, 0.068, -0.191], [0.170, 0.058, 0.117], [0.114, 0.058, -0.093], [-0.153, 0.057, -0.047]]}

{"formula": "C16H22ClF4N2O2S", "method": "ωB97M-V/def2-TZVPD", "e_tot_ha": -2140.2111, "total_charge": 1, "fmax_ha_per_bohr": 0.113, "de_lowest_kj_mol": 461.1, "elements": ["Cl", "C", "N", "C", "C", "N", "F", "C", "C", "C", "C", "H", "H", "H", "H", "H", "H", "H", "H", "H", "H", "H", "H", "H", "H", "C", "C", "C", "C", "C", "C", "S", "C", "F", "F", "F", "O", "O", "C", "C", "H", "H", "H", "H", "H", "H", "H", "H"], "xyz": [[-7.831574, 8.683208, 2.501021], [-6.224614, 9.142964, 1.842468], [-5.124603, 8.274863, 2.356341], [-4.980165, 8.374771, 3.866618], [-3.834229, 7.531070, 4.323450], [-3.223791, 6.936298, 3.107245], [-2.047737, 6.130827, 3.570892], [-2.687162, 7.964470, 2.180344], [-3.853256, 8.778384, 1.723023], [-4.160176, 6.005034, 2.425573], [-5.318345, 6.821044, 1.950226], [-6.276367, 9.050216, 0.750696], [-6.031377, 10.181897, 2.136031], [-4.810044, 9.434989, 4.094577], [-5.933942, 8.054417, 4.299710], [-3.043856, 8.094241, 4.831991], [-4.140295, 6.694636, 4.963324], [-1.952835, 8.545037, 2.744933], [-2.198428, 7.427754, 1.362854], [-3.995999, 8.709780, 0.638572], [-3.754055, 9.829377, 2.016442], [-3.605651, 5.538958, 1.603804], [-4.447707, 5.244078, 3.159830], [-6.270303, 6.496493, 2.384329], [-5.393037, 6.813202, 0.854809], [4.571254, 6.337594, 1.534390], [3.430693, 5.914774, 2.409317], [2.655461, 4.803469, 2.040709], [1.499201, 4.498470, 2.734581], [1.090277, 5.284416, 3.854954], [-0.187532, 5.082613, 4.431698], [-0.349326, 5.380141, 6.137384], [-1.498027, 4.029562, 6.735767], [-1.854193, 4.289694, 8.008007], [-2.607814, 4.037821, 5.952362], [-0.943683, 2.801794, 6.686095], [0.877186, 5.129369, 6.853526], [-1.088395, 6.608943, 6.340006], [1.984969, 6.299325, 4.314246], [3.113847, 6.609642, 3.583903], [5.066333, 7.231150, 1.928517], [5.313931, 5.535216, 1.450166], [4.234476, 6.562762, 0.513077], [2.965609, 4.206481, 1.185296], [0.873836, 3.650883, 2.450378], [-0.950281, 4.476198, 3.973770], [1.752294, 6.860833, 5.217058], [3.761835, 7.421399, 3.920089]], "forces_ev_per_a": [[0.810, 0.162, -0.276], [-1.084, 0.124, 0.089], [0.059, -0.163, 0.068], [-1.207, 0.942, -0.104], [1.248, -1.058, -0.298], [-3.627, 2.115, -1.457], [4.840, -2.531, 1.926], [0.399, -1.285, 0.983], [-0.692, 1.068, -0.728], [1.378, 0.040, 0.768], [-1.359, 0.605, -0.608], [0.129, -0.020, 0.365], [0.053, -0.376, -0.062], [-0.225, -0.209, -0.109], [0.195, 0.188, -0.133], [-0.169, -0.162, -0.004], [0.136, 0.242, -0.089], [-0.028, -0.115, -0.159], [0.043, 0.147, 0.151], [-0.011, 0.147, 0.203], [-0.072, -0.157, -0.173], [-0.136, 0.018, 0.202], [0.113, 0.129, -0.202], [0.190, 0.124, -0.187], [-0.149, 0.078, 0.277], [0.360, 0.027, -0.106], [-0.153, -0.172, 0.054], [-0.028, 0.450, 0.177], [-0.334, 0.446, 0.592], [1.469, 0.281, -0.859], [-1.249, -0.101, 0.777], [0.159, -0.262, -0.502], [0.070, -0.256, 0.278], [0.114, -0.205, -0.924], [0.202, -0.161, 0.371], [-0.472, 1.064, -0.076], [-0.583, 0.377, -0.211], [-0.082, -0.181, 0.413], [-0.711, -0.513, -0.359], [0.172, -0.115, -0.278], [-0.039, -0.189, -0.071], [-0.037, 0.166, 0.018], [0.012, -0.036, 0.238], [-0.121, 0.081, 0.103], [0.177, 0.198, -0.010], [0.365, -0.669, 0.298], [0.034, -0.086, -0.231], [-0.158, -0.201, -0.132]]}

{"formula": "C20H28Cl2N5O2Ru", "method": "ωB97M-V/def2-TZVPD", "e_tot_ha": -2217.5318, "total_charge": 3, "fmax_ha_per_bohr": 0.042, "de_lowest_kj_mol": 30.3, "elements": ["Ru", "N", "C", "C", "N", "C", "C", "N", "C", "C", "N", "H", "H", "H", "H", "H", "H", "H", "H", "H", "H", "H", "H", "H", "H", "H", "H", "H", "H", "Cl", "C", "C", "C", "C", "C", "Cl", "C", "N", "C", "C", "C", "C", "C", "C", "C", "C", "O", "O", "H", "H", "H", "H", "H", "H", "H", "H", "H", "H"], "xyz": [[-0.674761, 0.169133, 0.472065], [-2.751544, 0.481604, 0.793682], [-3.340602, -0.805135, 1.250333], [-2.767877, -1.926489, 0.403318], [-1.293656, -1.753565, 0.164142], [-0.483468, -2.576156, 1.105748], [-0.600217, -2.019912, 2.511799], [-0.345362, -0.542169, 2.490531], [-0.959420, -2.072800, -1.254257], [-1.422070, -0.942447, -2.154103], [-0.859001, 0.349649, -1.653314], [-2.965013, 1.202030, 1.478828], [-3.228899, 0.783333, -0.053231], [-4.428692, -0.801097, 1.175862], [-3.092425, -0.921205, 2.302103], [-3.268409, -1.938514, -0.563328], [-2.956812, -2.898394, 0.862094], [0.551401, -2.523258, 0.766665], [-0.798835, -3.622433, 1.075245], [0.104047, -2.530114, 3.167942], [-1.590744, -2.198563, 2.923753], [0.628465, -0.381920, 2.733802], [-0.874681, -0.100725, 3.237161], [-1.410315, -3.021585, -1.555961], [0.124147, -2.179998, -1.316873], [-2.507910, -0.854497, -2.153703], [-1.121995, -1.137367, -3.183587], [-1.412697, 1.117152, -2.025507], [0.065301, 0.472774, -2.060746], [1.607980, 5.069757, 2.915128], [1.770626, 6.138293, 1.584106], [1.322541, 7.433110, 1.689276], [1.493689, 8.296495, 0.611785], [2.085375, 7.871203, -0.575075], [2.581202, 6.591681, -0.681365], [3.102403, 6.056010, -2.231109], [2.470971, 5.693018, 0.425207], [2.875650, 4.389799, 0.420928], [4.001507, 3.950875, -0.081287], [5.086591, 4.867254, -0.359143], [6.224943, 4.444382, -0.969519], [6.318110, 3.093623, -1.321780], [5.325132, 2.159906, -0.982256], [4.185759, 2.516180, -0.304207], [3.376617, 1.337095, 0.223615], [1.872284, 1.126202, 0.296702], [1.016578, 2.048385, 0.624023], [1.449240, -0.019597, 0.123939], [0.853311, 7.769794, 2.602986], [1.137546, 9.315836, 0.686884], [2.140697, 8.534870, -1.426774], [1.482494, 2.960138, 0.770663], [4.986149, 5.887333, -0.012906], [7.046676, 5.119701, -1.162671], [7.210993, 2.738855, -1.823848], [5.502962, 1.119706, -1.221221], [3.721857, 1.173389, 1.255938], [3.730860, 0.459274, -0.312380]], "forces_ev_per_a": [[-0.439, -0.230, 0.021], [0.063, -0.015, -0.004], [0.010, -0.006, 0.008], [-0.023, 0.018, 0.002], [0.069, 0.032, 0.014], [-0.005, 0.000, 0.004], [-0.003, -0.028, 0.001], [0.018, 0.060, -0.050], [0.003, 0.012, -0.023], [-0.011, -0.017, 0.014], [-0.074, 0.038, -0.064], [0.001, 0.007, 0.000], [0.002, 0.004, -0.001], [0.002, 0.000, -0.004], [-0.008, 0.001, 0.003], [0.004, 0.001, 0.000], [0.006, 0.001, 0.001], [0.002, -0.010, -0.003], [0.000, 0.002, -0.001], [0.001, 0.009, 0.004], [-0.002, 0.002, -0.001], [-0.004, -0.018, 0.033], [0.017, -0.014, 0.027], [0.001, -0.001, 0.005], [0.000, -0.008, -0.001], [0.003, 0.005, -0.004], [0.002, 0.001, 0.001], [0.004, -0.005, -0.021], [0.005, -0.004, 0.014], [-0.045, -0.045, -0.003], [-0.037, 0.061, -0.031], [0.015, 0.003, 0.044], [0.003, -0.013, 0.002], [-0.004, -0.003, -0.026], [-0.030, 0.096, 0.064], [0.021, 0.000, -0.036], [0.195, -0.428, -0.108], [-0.720, -0.442, 0.368], [0.140, -0.008, -0.109], [-0.180, -0.154, 0.016], [0.159, -0.152, -0.080], [0.056, 0.123, 0.009], [-0.072, -0.066, -0.012], [0.079, 0.302, -0.105], [-0.001, 0.088, 0.177], [1.310, -0.796, -0.437], [0.424, 2.081, 0.378], [-0.218, 0.582, 0.127], [0.001, 0.004, -0.002], [-0.004, -0.004, 0.001], [0.001, -0.005, -0.002], [-0.603, -1.122, -0.231], [-0.022, 0.008, -0.005], [-0.009, 0.004, -0.010], [-0.012, -0.014, 0.007], [0.030, 0.008, -0.025], [-0.074, 0.086, 0.039], [-0.047, -0.029, 0.016]]}